21
Properties=species:S:1:pos:R:3:lowdin_charge:R:1 method="wB97M-V/def2-TZVPD" orbital_gap_ev=2.15 homo_ha=-0.0441 total_charge=-3
Tl -6.4436 -2.9991 -16.7168 0.678
Tl -5.1601 -2.9427 -23.3373 0.581
Cl -3.9173 -0.8886 -17.2421 -0.319
Cl -8.5601 -2.9719 -23.2351 -0.456
Cl -4.2552 -5.4354 -18.1197 -0.322
Cl -7.5445 1.1903 -17.3268 0.621
Cl -6.0569 -6.5144 -22.1665 -0.351
Cl -2.2093 -4.4402 -21.9689 -0.524
Cl -5.9877 -2.9978 -20.0864 -0.073
O -6.7397 1.5319 -16.2834 -0.315
O -10.1413 -4.1747 -19.4807 0.088
O -4.9140 -0.2457 -22.2710 -0.116
O -9.1839 -3.6301 -17.7772 -0.126
O -5.8812 1.4951 -21.3962 0.080
O -4.4084 0.4261 -20.4129 0.114
O -8.9032 1.7068 -17.3093 -0.374
O -7.6973 -0.2044 -17.6186 -0.424
O -7.0173 1.8425 -18.6128 -0.370
O -11.2718 -4.1589 -17.7959 -0.023
N -10.2061 -3.9599 -18.3552 -0.722
N -5.0337 0.6016 -21.3941 -0.646

***

2
Properties=species:S:1:pos:R:3:lowdin_charge:R:1 method="wB97M-V/def2-TZVPD" s_squared=6.353 orbital_gap_ev="6.96 / 8.28" homo_ha="-1.2345 / -1.2365" multiplicity=5 total_charge=+3
Cr -0.4302 0.2987 -1.0629 1.884
Cl 0.4302 -0.2987 1.0629 1.116

***

5
Properties=species:S:1:pos:R:3:lowdin_charge:R:1 method="wB97M-V/def2-TZVPD" orbital_gap_ev="11.53 / 4.48" e_above_lowest_kcal_mol=161.7 homo_ha="-0.4821 / -0.3336" total_charge=0
Cl -0.9340 -1.0861 -1.1608 0.479
Si 0.4516 -0.4583 -0.0492 -0.024
F 1.5657 -1.6660 -0.0364 -0.238
F 0.3200 -0.2530 1.5496 -0.200
F -2.1477 1.8215 -0.4935 -0.016